ORCA calculation (ωB97M-V/def2-TZVPD) on a structure of composition C47H39EuFN5O5P in a non-equilibrium geometry.

The geometry in XYZ format:
```
99
Properties=species:S:1:pos:R:3:forces:R:3
Eu -0.2656 -0.3772 -0.8602 -0.6 -3.6 -1.2
C -2.7415 3.0048 0.8423 0.2 -0.3 0.0
C -2.3646 1.7320 0.1534 0.7 -0.3 0.7
N -1.4359 0.9221 0.5475 -1.6 1.2 0.7
N -0.6592 1.1458 1.6366 0.2 0.6 0.7
C 0.2225 0.1599 1.8257 -0.8 0.0 -0.2
O 0.2792 -0.8925 1.1053 1.1 0.0 2.8
C 1.1639 0.3132 2.9500 0.4 0.0 0.3
C 1.0367 1.3210 3.9034 0.0 -0.2 -0.2
C 1.9696 1.4294 4.9183 0.0 0.0 0.1
C 3.0380 0.5477 4.9923 0.0 0.0 0.0
C 3.1583 -0.4683 4.0559 0.1 0.0 0.0
C 2.2269 -0.5843 3.0422 -0.2 0.0 -0.2
C -3.0011 1.3343 -1.1106 -0.3 -0.3 -0.7
C -3.9369 2.1374 -1.7717 0.3 -0.2 0.3
C -4.4555 1.7232 -2.9845 0.1 -0.3 -0.1
C -4.0522 0.5043 -3.5125 -0.1 0.2 0.2
C -3.1188 -0.2362 -2.8045 0.0 -0.2 0.1
N -2.5961 0.1548 -1.6470 -0.6 0.7 -0.2
H -2.1632 3.0929 1.7581 0.0 0.0 0.0
H -3.8054 3.0158 1.0728 -0.1 0.1 0.0
H -2.5130 3.8544 0.2006 0.0 0.1 -0.1
H 0.2057 2.0041 3.8427 -0.1 0.1 -0.1
H 1.8667 2.2084 5.6583 0.0 0.1 0.1
H 3.7701 0.6494 5.7816 0.0 0.0 0.0
H 3.9773 -1.1702 4.1123 0.1 0.0 0.0
H 2.2994 -1.3634 2.2970 0.0 -0.1 0.0
H -4.2213 3.0915 -1.3596 -0.1 0.1 0.1
H -5.1547 2.3462 -3.5211 -0.1 0.1 0.0
H -4.4464 0.1349 -4.4455 0.0 0.0 -0.1
H -2.7744 -1.1965 -3.1806 0.0 0.1 0.0
O 1.5083 -2.0771 -1.6376 0.8 -0.1 0.3
N 0.2405 -2.5838 -1.9613 0.1 1.4 -4.2
C -0.2685 -3.3002 -1.0451 -0.4 -1.3 3.4
C -1.5573 -3.9813 -1.2264 0.5 0.2 0.0
C -1.6994 -5.0193 -2.1371 -0.4 -0.1 -0.1
C -2.8974 -5.7136 -2.2053 0.3 0.1 -0.2
C -3.9501 -5.3615 -1.3777 -0.2 0.1 0.2
C -3.8220 -4.3046 -0.4901 -0.1 -0.2 0.1
C -2.6253 -3.6092 -0.3989 0.0 0.4 -0.1
P -2.3323 -2.1215 0.6406 -0.3 -1.3 -0.1
C -1.5287 -2.8683 2.1049 0.0 0.2 0.0
C -1.4332 -2.0306 3.2153 0.1 -0.2 0.0
C -0.8432 -2.4757 4.3795 0.0 0.1 0.1
C -0.3356 -3.7648 4.4465 0.0 -0.1 0.0
C -0.4153 -4.5955 3.3432 0.1 -0.1 0.1
C -1.0125 -4.1554 2.1723 -0.2 0.2 0.0
C -4.0055 -1.8689 1.3607 0.1 0.0 0.0
C -4.4279 -2.4782 2.5407 -0.1 0.0 -0.1
C -5.6744 -2.1895 3.0677 0.0 -0.1 0.0
C -6.5205 -1.3037 2.4220 0.0 0.0 0.0
C -6.1210 -0.7220 1.2311 -0.2 0.1 0.0
C -4.8707 -0.9981 0.7049 0.1 -0.1 0.1
H 1.8129 -1.6314 -2.4552 -0.5 -0.3 0.5
H 0.2881 -3.4617 -0.1089 -0.2 0.1 -0.2
H -0.8661 -5.2944 -2.7648 0.1 0.0 -0.1
H -3.0010 -6.5344 -2.8986 0.0 -0.1 -0.1
H -4.8787 -5.9104 -1.4197 -0.1 -0.1 0.0
H -4.6474 -4.0266 0.1464 -0.2 0.0 0.0
H -1.8463 -1.0315 3.1556 0.0 0.1 0.1
H -0.7880 -1.8229 5.2372 0.0 0.1 0.1
H 0.1086 -4.1238 5.3621 0.1 0.0 0.1
H -0.0189 -5.5986 3.3932 0.0 -0.1 0.0
H -1.0968 -4.8298 1.3313 0.0 0.0 -0.1
H -3.7845 -3.1762 3.0563 0.0 0.0 0.0
H -5.9839 -2.6584 3.9891 -0.1 -0.1 0.1
H -7.4849 -1.0734 2.8492 -0.1 0.0 0.0
H -6.7859 -0.0449 0.7174 -0.1 0.1 -0.1
H -4.5523 -0.5442 -0.2223 0.0 0.1 -0.1
C 3.7614 4.4380 -4.9210 0.0 0.1 0.2
C 4.3598 4.3904 -3.5159 0.3 0.2 -0.3
C 5.8755 4.2134 -3.5833 -0.1 0.2 0.3
C 6.4512 4.2948 -2.1790 0.0 0.0 -0.2
C 5.7912 3.2695 -1.3089 0.0 0.0 0.0
C 6.4419 2.7753 -0.2020 -0.2 -0.1 0.0
C 5.8343 1.8273 0.6164 -0.4 0.0 -0.2
F 6.5004 1.4011 1.6976 0.1 -0.1 0.1
C 4.5885 1.3364 0.3294 0.3 0.2 0.0
C 3.9186 1.8121 -0.8038 0.3 0.1 0.0
C 2.6132 1.2699 -1.1195 -0.1 -0.2 -0.1
O 2.0406 0.3860 -0.4404 0.7 0.9 -0.2
C 1.9941 1.8274 -2.2811 -0.2 0.0 0.2
C 2.5682 2.8333 -2.9827 -0.5 -0.6 0.2
N 3.8001 3.2965 -2.7106 0.1 0.2 -0.2
C 4.4989 2.8022 -1.6271 0.1 -0.5 0.7
C 0.6110 1.2539 -2.4184 0.8 1.3 -1.7
O -0.3155 1.8488 -1.8446 0.0 0.6 0.0
O 0.4945 0.0898 -2.8827 0.9 0.7 -2.0
H 4.4230 5.0068 -5.5680 0.0 0.1 0.0
H 2.7900 4.9252 -4.9391 -0.1 0.0 0.0
H 3.6653 3.4369 -5.3354 0.0 -0.1 -0.1
H 4.1337 5.3279 -2.9876 0.1 0.0 -0.1
H 6.3063 4.9928 -4.2089 0.0 0.0 -0.1
H 6.1025 3.2410 -4.0248 0.0 0.0 -0.1
H 6.2570 5.2890 -1.7679 0.1 0.1 0.0
H 7.5312 4.1450 -2.1825 0.0 0.0 0.0
H 7.4360 3.1185 0.0331 0.2 0.1 0.1
H 4.0940 0.6001 0.9411 0.0 -0.1 0.2
H 2.0415 3.2973 -3.7986 0.0 0.0 -0.1
```
Forces are in eV/Å.

The calculation puts the highest occupied orbital energy (alpha / beta) at -3.831 / -7.586 eV. As for the net charge: 0. Its expectation value of S² is 15.763. As for the spin multiplicity: 8. The HOMO-LUMO gap (alpha / beta) is 3.7 / 7.4 eV. The LUMO energy (alpha / beta) comes out at -0.140 / -0.139 eV. As for the energy above the lowest of the compared OMol25 structures with the same formula, charge and spin: 48.4 kcal per mole.

---

ORCA calculation (ωB97M-V/def2-TZVPD) on a structure of composition C47H39EuFN5O5P in a non-equilibrium geometry.

The geometry in XYZ format:
```
99
Properties=species:S:1:pos:R:3:forces:R:3
Eu 0.7327 -0.1492 -0.8362 0.7 -1.4 -0.4
C 3.0670 2.7754 1.6859 0.0 0.0 0.2
C 2.6283 1.5049 1.0257 0.3 0.1 0.2
N 2.4338 1.3799 -0.2281 0.4 0.8 -0.2
N 2.6121 2.4482 -1.0827 0.1 -0.1 0.2
C 1.8908 2.3140 -2.1725 -0.1 0.1 -0.1
O 0.9935 1.4105 -2.3933 0.8 1.7 -1.4
C 2.1406 3.3481 -3.2285 -0.1 0.0 0.2
C 2.7548 4.5547 -2.9066 0.1 0.1 0.0
C 2.9853 5.5104 -3.8855 0.0 0.0 0.0
C 2.6112 5.2653 -5.2010 0.0 -0.1 0.0
C 1.9952 4.0635 -5.5270 0.0 0.0 0.0
C 1.7532 3.1139 -4.5411 -0.1 0.0 -0.1
C 2.3354 0.2744 1.8226 0.2 0.1 0.0
C 2.2355 0.2926 3.2085 0.0 0.1 0.1
C 1.8995 -0.8750 3.8792 0.0 0.0 0.1
C 1.6929 -2.0408 3.1631 0.1 0.0 0.1
C 1.8339 -1.9777 1.7876 0.0 0.0 -0.1
N 2.1271 -0.8603 1.1313 0.4 -0.1 0.4
H 3.2422 3.5311 0.9258 0.0 0.0 0.0
H 3.9858 2.6206 2.2592 -0.1 0.0 0.0
H 2.3034 3.1437 2.3779 0.0 0.0 0.0
H 3.0488 4.7295 -1.8801 0.0 0.0 0.0
H 3.4579 6.4496 -3.6215 0.0 0.0 0.0
H 2.7943 6.0102 -5.9676 0.0 0.0 0.0
H 1.6971 3.8663 -6.5502 0.0 0.0 0.0
H 1.2540 2.1855 -4.7884 0.0 0.0 0.0
H 2.4047 1.2156 3.7508 0.0 -0.1 0.0
H 1.7939 -0.8685 4.9587 0.0 0.0 -0.1
H 1.4057 -2.9674 3.6415 0.0 0.1 0.0
H 1.6862 -2.8607 1.1741 -0.1 0.0 0.0
O 1.4155 -0.9939 -3.5096 -0.3 0.0 -0.3
N 2.5051 -1.1376 -2.6878 0.6 0.0 -0.2
C 2.8744 -2.3453 -2.5530 0.0 -0.3 0.1
C 2.2462 -3.5805 -3.1026 0.1 0.3 0.1
C 3.0762 -4.5038 -3.7310 0.1 0.0 -0.1
C 2.5693 -5.7041 -4.2002 0.0 0.0 0.0
C 1.2273 -6.0038 -4.0094 0.0 0.0 0.0
C 0.4052 -5.0998 -3.3546 0.0 0.0 0.0
C 0.8888 -3.8697 -2.9084 0.0 0.0 0.0
P -0.1112 -2.6992 -1.8980 -0.4 -1.2 -0.3
C -1.0640 -3.8911 -0.8834 0.0 0.1 0.1
C -0.3705 -4.8571 -0.1541 0.0 -0.1 0.0
C -1.0284 -5.6667 0.7619 0.0 0.0 -0.1
C -2.3942 -5.5165 0.9669 0.0 0.0 0.0
C -3.0917 -4.5577 0.2485 0.0 0.0 0.0
C -2.4300 -3.7476 -0.6673 -0.1 0.0 0.0
C -1.3660 -2.0230 -3.0580 0.0 0.1 0.0
C -1.8541 -2.7008 -4.1705 0.0 -0.1 -0.1
C -2.7572 -2.0956 -5.0342 0.0 0.0 0.0
C -3.1852 -0.7952 -4.7994 0.0 0.0 0.0
C -2.7060 -0.1038 -3.6965 0.0 0.0 0.0
C -1.8012 -0.7143 -2.8380 -0.2 -0.2 -0.3
H 1.2646 -0.0252 -3.4929 0.0 0.2 0.0
H 3.7664 -2.4487 -1.9402 -0.1 -0.1 0.0
H 4.1297 -4.2737 -3.8528 -0.1 0.0 0.0
H 3.2233 -6.4123 -4.6949 0.0 0.0 0.0
H 0.8268 -6.9505 -4.3510 0.0 0.0 0.0
H -0.6258 -5.3671 -3.1537 0.0 0.0 0.0
H 0.6967 -4.9844 -0.3071 0.0 0.0 0.0
H -0.4733 -6.4112 1.3217 0.0 0.0 0.0
H -2.9093 -6.1395 1.6897 0.0 0.0 -0.1
H -4.1561 -4.4293 0.4084 0.1 0.0 0.0
H -2.9804 -2.9862 -1.2060 0.0 0.0 0.0
H -1.5192 -3.7078 -4.3819 0.0 0.0 0.0
H -3.1215 -2.6399 -5.8981 0.0 0.0 0.0
H -3.8851 -0.3207 -5.4780 0.0 0.0 0.0
H -3.0246 0.9140 -3.5057 0.0 0.0 0.0
H -1.4605 -0.1538 -1.9869 -0.1 0.1 0.2
C -2.8687 0.4517 5.9847 0.0 0.0 0.1
C -2.8837 1.7932 5.2734 0.1 -0.1 -0.3
C -2.3130 2.8934 6.1513 0.1 0.0 0.0
C -2.3991 4.2336 5.4434 0.0 0.0 -0.1
C -1.7094 4.1585 4.1051 -0.1 0.0 0.1
C -1.1503 5.2755 3.5286 -0.1 0.1 0.1
C -0.5222 5.1892 2.2919 0.1 0.2 0.0
F 0.0155 6.3125 1.7747 0.0 0.0 0.0
C -0.4356 4.0179 1.6080 0.0 -0.1 -0.2
C -0.9909 2.8676 2.1798 0.0 -0.2 -0.1
C -0.8812 1.6024 1.4317 -0.3 0.0 0.4
O -0.3596 1.6067 0.3115 -0.2 0.7 0.0
C -1.3753 0.4386 2.1080 0.1 0.2 0.0
C -1.9670 0.5826 3.3217 -0.1 0.3 0.3
N -2.1273 1.7493 3.9899 0.0 0.0 -0.1
C -1.6165 2.9271 3.4249 -0.2 -0.3 0.3
C -1.2136 -0.9739 1.5833 -0.2 -0.2 0.2
O -1.3959 -1.9051 2.3723 0.0 0.2 -0.3
O -0.8639 -1.0480 0.3608 -1.6 -0.9 1.3
H -3.2821 0.5932 6.9846 0.0 0.0 0.0
H -1.8481 0.0725 6.0848 -0.1 0.0 0.0
H -3.4716 -0.3058 5.4849 0.0 0.0 0.0
H -3.9191 2.0539 5.0311 0.0 0.0 0.0
H -1.2701 2.6516 6.3876 -0.1 0.0 0.0
H -2.8699 2.9127 7.0890 0.0 0.0 0.0
H -1.9595 5.0303 6.0434 0.0 0.0 0.0
H -3.4535 4.4924 5.2977 0.0 0.0 0.0
H -1.1920 6.2331 4.0368 0.0 -0.1 0.0
H 0.0499 3.9466 0.6420 0.0 0.0 0.0
H -2.3230 -0.3181 3.7990 0.0 0.0 0.0
```
Forces are in eV/Å.

The calculation puts the highest occupied orbital energy (alpha / beta) at -5.336 / -7.723 eV. As for the net charge: 0. Its expectation value of S² is 15.760. As for the spin multiplicity: 8. The HOMO-LUMO gap (alpha / beta) is 5.4 / 7.8 eV. The LUMO energy (alpha / beta) comes out at 0.103 / 0.115 eV. As for the energy above the lowest of the compared OMol25 structures with the same formula, charge and spin: 0.0 kcal per mole.